8 unconnected molecules or ions with the total composition C44H42F7N5PS. Source: the OMol25 dataset; level of theory: ωB97M-V with the def2-TZVPD basis set.

Computed properties:
Multiplicity: 1
Total charge: +1
Molar mass (g mol⁻¹): 836.882
Lowest unoccupied orbital energy (Eh): -0.1233
Strongest force on any atom (eV/A): 6.74

Geometry (Å):
1 N 3.08650 7.74424 2.65511
2 C 1.84425 8.13578 2.03687
3 N 0.68077 7.28923 2.06444
4 C -0.23734 8.13183 1.31324
5 N -1.48591 7.68348 1.11141
6 P -1.99691 6.11899 1.80055
7 S -1.65378 4.59025 0.66440
8 N 0.36510 9.35433 0.89287
9 N 1.64585 9.37141 1.36263
10 H 3.82780 7.91778 1.95058
11 H 3.00648 6.72007 2.78024
12 H -2.11965 8.28539 0.55952
13 H -1.39434 5.87365 3.08987
14 H -3.40502 6.29005 2.08583
15 H -0.11349 10.07546 0.34770
16 H 2.34539 10.11714 1.26358
17 F 2.45077 -1.15137 -0.24897
18 C 1.20861 -0.63867 -0.24234
19 C 0.13116 -1.46388 -0.51851
20 C -1.15453 -0.93508 -0.50732
21 C -1.34601 0.41521 -0.23056
22 C -0.25646 1.23595 0.04052
23 C 1.02899 0.70525 0.04051
24 H 0.30043 -2.51109 -0.74009
25 H -2.00553 -1.57375 -0.71524
26 H -2.34849 0.82799 -0.22696
27 H -0.40746 2.28985 0.25191
28 H 1.88933 1.32727 0.25800
29 F 3.92072 -6.07512 3.88037
30 C 3.88696 -4.86123 3.30376
31 C 3.46744 -4.74370 1.98893
32 C 3.42720 -3.48830 1.39417
33 C 3.81696 -2.36454 2.11700
34 C 4.24171 -2.49423 3.43563
35 C 4.27169 -3.74884 4.03481
36 H 3.17566 -5.62922 1.43829
37 H 3.09329 -3.38542 0.36865
38 H 3.78932 -1.38682 1.65064
39 H 4.54910 -1.61876 3.99682
40 H 4.59106 -3.86708 5.06313
41 F -2.25471 2.12956 -2.37219
42 C -1.58868 2.12528 -3.54193
43 C -0.26863 2.54354 -3.57329
44 C 0.42117 2.53369 -4.78081
45 C -0.22038 2.11602 -5.94353
46 C -1.54801 1.70295 -5.89980
47 C -2.23558 1.70191 -4.69113
48 H 0.21142 2.87259 -2.65905
49 H 1.45718 2.85139 -4.81599
50 H 0.31727 2.11255 -6.88536
51 H -2.04741 1.38154 -6.80676
52 H -3.26737 1.37477 -4.63675
53 F 0.69820 -0.96049 -6.57878
54 C 1.36940 -1.82410 -5.79845
55 C 1.18750 -1.78294 -4.42558
56 C 1.87881 -2.68059 -3.61888
57 C 2.75138 -3.60102 -4.19315
58 C 2.92919 -3.62906 -5.57280
59 C 2.23034 -2.73946 -6.38146
60 H 0.51001 -1.05357 -3.99566
61 H 1.73852 -2.66249 -2.54448
62 H 3.29334 -4.29778 -3.56245
63 H 3.61202 -4.34365 -6.01848
64 H 2.34981 -2.75295 -7.45820
65 F 2.14200 -7.10663 -0.63494
66 C 0.90092 -7.10630 -0.11818
67 C -0.19090 -7.12255 -0.97067
68 C -1.47428 -7.12716 -0.43475
69 C -1.65041 -7.10456 0.94652
70 C -0.54568 -7.08322 1.79221
71 C 0.73752 -7.08978 1.25709
72 H -0.03402 -7.13171 -2.04285
73 H -2.33613 -7.14767 -1.09225
74 H -2.65190 -7.10373 1.36330
75 H -0.68392 -7.06129 2.86733
76 H 1.60880 -7.08256 1.90047
77 F -4.96691 6.80641 0.10225
78 C -5.21302 6.09773 -1.02436
79 C -6.30958 6.42217 -1.80540
80 C -6.55783 5.69702 -2.96532
81 C -5.71256 4.65025 -3.32357
82 C -4.61668 4.33132 -2.52706
83 C -4.36150 5.06302 -1.37237
84 H -6.96057 7.23515 -1.50569
85 H -7.40877 5.94651 -3.58889
86 H -5.90965 4.08231 -4.22654
87 H -3.96342 3.51523 -2.80450
88 H -3.50660 4.83971 -0.73726
89 F -0.97031 -5.59226 4.99861
90 C -0.23703 -4.92874 5.90813
91 C -0.87714 -4.18107 6.88306
92 C -0.11783 -3.49864 7.82717
93 C 1.27225 -3.56334 7.77882
94 C 1.90330 -4.31378 6.79166
95 C 1.14466 -5.00490 5.85410
96 H -1.95960 -4.13617 6.89976
97 H -0.60827 -2.91668 8.59934
98 H 1.86375 -3.02713 8.51334
99 H 2.98547 -4.36039 6.75251
100 H 1.61921 -5.60136 5.08385